[1]
{
  "formula": "C2H12O4",
  "method": "ωB97M-V with the def2-TZVPD basis set",
  "species": ["C", "C", "H", "H", "H", "H", "H", "H", "O", "H", "H", "O", "H", "H", "O", "H", "H", "O"],
  "xyz": [[0.960, -2.294, 1.434], [1.660, -2.274, 0.318], [-0.106, -2.093, 1.501], [1.293, -2.525, 2.441], [1.208, -2.148, -0.660], [2.738, -2.388, 0.301], [0.581, 1.210, -2.201], [1.458, 0.495, -1.187], [1.159, 1.373, -1.455], [-2.068, 0.008, -1.293], [-2.218, -0.579, -2.668], [-1.573, -0.131, -2.116], [-1.277, 0.882, 1.106], [-0.904, -0.593, 0.805], [-1.546, 0.088, 0.617], [0.618, 2.258, 1.023], [-0.736, 2.914, 1.094], [-0.094, 2.459, 1.651]],
  "atomic_forces_ev_per_a": [[-0.818, 0.017, 0.811], [0.356, 0.017, -0.235], [-0.077, -0.275, -0.568], [0.778, 0.157, -0.260], [-0.194, 0.227, 0.120], [-0.039, -0.245, 0.166], [-0.391, -0.122, -0.089], [-0.134, 0.165, -0.062], [0.422, -0.039, 0.365], [0.618, 0.107, 0.207], [0.082, -0.062, -0.341], [-0.451, -0.067, -0.049], [0.295, -0.317, 0.030], [0.356, -0.009, 0.071], [-0.736, 0.389, 0.039], [-0.105, -0.005, 0.102], [0.038, 0.213, 0.076], [0.000, -0.151, -0.382]],
  "total_charge": 0,
  "homo_ev": -10.6840,
  "spin_multiplicity": 1,
  "energy_ha": -384.3210,
  "largest_force_ev_per_a": 1.15
}

[2]
{
  "formula": "C11H27BiClIN2P2S",
  "method": "ωB97M-V with the def2-TZVPD basis set",
  "species": ["C", "I", "H", "H", "H", "Bi", "P", "C", "C", "H", "H", "H", "H", "H", "H", "C", "H", "H", "H", "P", "C", "C", "H", "H", "H", "C", "H", "H", "H", "H", "H", "H", "Cl", "C", "N", "C", "C", "N", "C", "S", "H", "H", "H", "H", "H", "H"],
  "xyz": [[2.150, -1.968, 0.172], [-2.421, 0.808, -0.281], [2.007, -3.051, 0.087], [2.479, -1.684, 1.178], [2.852, -1.602, -0.585], [0.105, -1.024, -0.224], [-0.784, -1.618, 2.367], [-0.510, -0.241, 3.524], [-2.571, -1.991, 2.404], [-2.836, -2.414, 3.385], [-0.392, -3.305, 4.051], [-2.796, -2.719, 1.610], [-0.052, -3.918, 2.392], [-1.081, 0.641, 3.208], [-3.146, -1.073, 2.210], [0.059, -3.067, 3.078], [-0.824, -0.550, 4.529], [1.128, -2.844, 3.203], [0.555, 0.025, 3.538], [0.534, -0.783, -2.983], [1.195, 0.819, -3.543], [1.686, -2.055, -3.590], [-1.515, -1.946, -3.509], [-0.782, -1.190, -4.973], [-1.683, -0.185, -3.773], [-1.017, -1.049, -3.906], [1.336, -3.043, -3.260], [1.717, -2.014, -4.687], [1.368, 0.781, -4.627], [2.139, 1.031, -3.024], [2.687, -1.872, -3.177], [0.493, 1.628, -3.305], [-0.877, -3.353, -0.837], [-0.405, 3.563, -1.106], [-0.177, 3.515, 0.326], [-0.837, 4.275, 1.269], [-0.351, 3.919, 2.487], [0.587, 2.924, 2.263], [0.696, 2.650, 0.923], [1.727, 1.560, 0.158], [0.549, 3.435, -1.624], [-1.090, 2.751, -1.394], [-0.874, 4.518, -1.364], [-1.589, 4.988, 0.979], [-0.573, 4.296, 3.468], [1.134, 2.432, 2.964]],
  "atomic_forces_ev_per_a": [[0.053, -0.085, 0.019], [0.714, -1.096, 0.115], [-0.136, 0.303, -0.030], [-0.196, 0.092, -0.269], [-0.254, 0.047, 0.164], [0.078, -0.171, -0.046], [-0.487, -0.130, 0.323], [0.171, 0.155, -0.173], [0.143, 0.107, -0.379], [0.123, 0.158, -0.276], [0.111, 0.069, -0.234], [0.037, 0.155, 0.273], [0.000, 0.177, 0.234], [0.010, -0.245, 0.052], [0.176, -0.312, 0.122], [0.208, 0.105, -0.401], [0.048, 0.080, -0.196], [-0.285, -0.121, 0.048], [-0.206, -0.168, 0.067], [-0.398, 0.064, -0.785], [0.065, 0.101, 0.445], [0.036, -0.063, 0.567], [0.127, 0.228, -0.198], [-0.045, 0.076, 0.333], [0.184, -0.246, -0.072], [-0.072, -0.027, 0.450], [0.090, 0.211, -0.152], [-0.019, 0.032, 0.257], [-0.075, -0.051, 0.227], [-0.162, -0.048, -0.184], [-0.199, -0.084, -0.200], [0.112, -0.267, -0.108], [0.308, 1.199, 0.273], [-0.232, 0.053, -0.473], [0.445, -0.599, 0.365], [0.370, -0.380, 0.037], [0.250, -0.305, -0.322], [-0.062, -0.198, -0.662], [-1.313, 1.511, 0.822], [-0.082, -1.228, -0.121], [-0.184, 0.204, 0.097], [0.378, 0.459, 0.028], [0.272, -0.166, 0.075], [0.051, 0.075, 0.094], [-0.013, -0.016, 0.033], [-0.142, 0.345, -0.239]],
  "total_charge": 2,
  "homo_ev": [-14.3451, -14.3178],
  "spin_multiplicity": 1,
  "energy_ha": -2597.7151,
  "largest_force_ev_per_a": 2.16
}

[3]
{
  "formula": "CH4BNO2",
  "method": "ωB97M-V with the def2-TZVPD basis set",
  "species": ["B", "C", "N", "O", "O", "H", "H", "H", "H"],
  "xyz": [[-0.056, 0.528, 0.647], [-0.118, -0.424, -0.655], [-1.817, 0.216, -0.817], [-2.604, 0.095, -1.670], [-1.909, 0.903, 0.156], [-0.390, -0.007, 1.607], [0.549, 1.521, 0.638], [0.489, -0.083, -1.543], [-0.030, -1.547, -0.438]],
  "atomic_forces_ev_per_a": [[-1.108, -0.435, -0.635], [-0.747, 0.270, -0.383], [4.305, -2.930, -1.513], [-1.117, -0.331, -1.096], [0.088, 2.150, 2.537], [0.191, -0.378, 1.213], [0.251, 0.584, -0.023], [-1.160, -0.590, 0.666], [-0.703, 1.660, -0.766]],
  "total_charge": 0,
  "homo_ev": -11.0678,
  "spin_multiplicity": 1,
  "energy_ha": -270.4214,
  "largest_force_ev_per_a": 5.42
}